Here is C4H9N3O in the gas phase from the OMol25 dataset. Energies are from ωB97M-V with the def2-TZVPD basis set.

The geometry in XYZ format:
```
17
Properties=species:S:1:pos:R:3:mulliken_charge:R:1
C 0.273 -1.128 0.117 -0.1253
C -1.945 -0.758 0.466 -0.4737
C -2.941 -0.384 -0.573 -0.7962
N 0.620 0.140 -0.295 -0.1287
C 1.727 0.883 0.085 0.4770
N 2.763 0.152 0.650 -0.4312
O -0.919 -1.636 0.022 -0.2768
N 1.667 2.144 -0.096 -0.6922
H -0.119 0.724 -0.667 0.2789
H 1.057 -1.802 0.430 0.2706
H -1.594 0.008 1.151 0.4321
H 3.600 0.674 0.854 0.2239
H 2.937 -0.767 0.273 0.1896
H 2.537 2.618 0.125 0.2082
H -3.859 -0.044 -0.089 0.3218
H -3.180 -1.250 -1.194 0.2764
H -2.625 0.425 -1.260 0.2457
```

lowest unoccupied orbital energy (alpha / beta)	0.50 / 0.83	eV
F_max	0.0507	Eh/bohr
gap between HOMO and LUMO (alpha / beta)	6.6291 / 8.5589	eV
energy relative to the best compared isomer or geometry (same formula, charge and spin)	412.2	kJ/mol